DFT (ωB97M-V with the def2-TZVPD basis set) results for C15H21AsN3O3PtSSbSe4 as an isolated structure.

```
50
Properties=species:S:1:pos:R:3:forces:R:3
Pt 0.381933 -0.215946 -0.058156 0.4427 0.2377 -0.4185
Se -2.269904 -2.750518 3.945684 0.0177 0.0051 0.0440
Sb -1.415140 -2.486780 1.716052 -0.1490 -0.0123 0.1904
Se -1.833618 -0.104396 0.817735 -0.2046 -0.0903 0.1091
Se 1.074146 -2.013963 1.643596 0.0301 -0.0287 -0.0033
Se -2.091174 -4.050044 0.013993 0.0065 -0.0358 -0.0518
O 4.044279 -3.715433 -7.631130 0.1265 0.0817 0.0713
S 3.054870 -4.407709 -8.427393 -0.0748 -0.0732 0.0669
O 2.613143 -3.693428 -9.611108 -0.0350 0.1184 -0.1246
O 3.313179 -5.819861 -8.633928 0.0702 -0.1255 -0.0100
C 1.550946 -4.417230 -7.396982 -0.1624 -0.0466 0.0650
N 0.502846 -5.075878 -7.912056 0.0902 0.1395 0.1729
C -0.602930 -5.063074 -7.183977 0.0424 -0.0319 -0.1023
C -0.704362 -4.403621 -5.972028 -0.0794 -0.0793 0.0081
C 0.434045 -3.755592 -5.528401 0.0502 0.2097 0.3172
N 1.563651 -3.773327 -6.231788 0.0008 -0.0721 -0.2830
C 0.458761 -2.974897 -4.249699 -0.0128 -0.1541 -0.2580
C -0.695587 -2.680975 -3.546389 -0.1165 0.0929 0.0797
C -0.630457 -1.893468 -2.408816 -0.0012 0.0121 0.0185
N 0.521158 -1.407585 -1.945027 0.1665 -0.0846 -0.0119
C 1.648373 -1.741700 -2.590167 -0.1051 0.0465 -0.0097
C 1.664250 -2.496595 -3.742412 0.0714 -0.0305 0.0150
H -1.457389 -5.601224 -7.585320 0.0224 -0.0083 -0.0248
H -1.625449 -4.417258 -5.410405 -0.0139 -0.0112 0.0201
H -1.665761 -3.040014 -3.856779 -0.0008 0.0097 0.0008
H -1.514914 -1.644193 -1.840012 -0.0288 -0.0343 -0.0287
H 2.567954 -1.365678 -2.167430 0.0212 0.0049 0.0634
H 2.589804 -2.715617 -4.258803 -0.0310 0.0075 0.0089
C 1.881105 2.024020 2.528338 0.0443 0.0561 0.0263
C 2.356449 2.471432 1.149946 0.0323 0.0169 0.0003
As 2.506229 1.008779 -0.134354 -0.2935 -0.2009 0.1036
C 4.141584 0.195149 0.547834 -0.0142 -0.0977 0.0345
C 4.550772 -1.095944 -0.148943 0.0343 -0.0500 -0.0018
C 3.147854 2.053157 -1.658252 0.0236 0.0376 -0.0025
C 3.286494 1.287278 -2.968040 0.0033 0.0227 -0.0379
H 1.720839 2.890012 3.175277 0.0122 -0.0170 0.0012
H 2.609051 1.375218 3.018448 0.0056 -0.0071 -0.0261
H 0.946059 1.467413 2.467698 -0.0336 -0.0114 -0.0492
H 3.331969 2.964540 1.195469 -0.0021 0.0468 0.0426
H 1.648681 3.173527 0.706424 -0.0299 0.0325 0.0169
H 3.917830 -0.009647 1.596253 0.0394 -0.0184 0.0348
H 4.923641 0.957701 0.515185 0.0499 -0.0106 -0.0273
H 3.765363 -1.847984 -0.054182 -0.0298 0.0192 -0.0009
H 5.457077 -1.508579 0.299510 -0.0120 0.0013 0.0120
H 4.756548 -0.951741 -1.211228 -0.0021 0.0445 -0.0040
H 4.091911 2.513171 -1.353324 0.0236 0.0038 -0.0446
H 2.414161 2.855123 -1.761924 0.0041 0.0385 -0.0522
H 4.005864 0.470575 -2.895854 0.0163 0.0155 0.0275
H 3.627225 1.945736 -3.769561 -0.0123 0.0017 0.0024
H 2.334516 0.854107 -3.276509 -0.0031 0.0291 0.0201
```
Positions in Å, forces in eV/Å.

⟨S²⟩: 2.0111
2S+1: 3
Charge: -2
E_HOMO (alpha / beta) in eV: -2.6 / -2.6
ΔE to the lowest compared entry with this formula, charge and spin in kJ/mol: 93.0
E in hartree: -13573.59712

DFT (ωB97M-V with the def2-TZVPD basis set) results for C27H34BEuN12O2S2 as an isolated structure at a distorted geometry.

```
79
Properties=species:S:1:pos:R:3:forces:R:3
Eu 0.248424 1.122834 -0.455096 -0.1940 0.3362 0.5138
C -3.918245 0.137973 -2.283187 -0.1297 -0.5381 -0.7824
C -2.553409 -0.013776 -2.259882 0.2391 1.6490 1.7980
N -2.058183 0.494018 -1.095581 -1.4187 -0.1370 -0.3468
N -3.171389 0.879507 -0.383933 1.1915 0.5502 0.3487
C -4.275707 0.673105 -1.070213 -0.9564 -0.3964 -0.9017
B -2.997725 1.579095 0.954485 -0.3368 -0.2768 1.4292
N -2.070769 0.621430 1.834995 -0.5766 0.8675 0.9195
C -2.402340 0.190623 3.070511 1.1049 -0.6382 1.1584
C -1.223996 -0.142304 3.793024 -0.7102 0.4185 -2.7321
C -0.233535 0.123734 2.825780 -0.5046 -0.7530 1.3767
N -0.720435 0.593699 1.708332 -0.6713 0.4202 -1.1074
N -2.389510 2.979817 0.863087 -0.3984 1.1718 -0.3049
C -2.943389 4.201245 1.208219 1.4649 -1.4280 -0.2420
C -2.039411 5.188734 0.816014 -1.0614 -0.3833 0.3499
C -0.980695 4.493177 0.210402 -0.8864 -0.1891 -0.4239
N -1.229976 3.171767 0.210548 0.7650 0.1624 0.0616
H -4.576374 -0.113045 -3.077295 -0.3718 -0.2507 -0.3947
H -1.860747 -0.299273 -2.987618 0.6751 -0.7867 -1.0394
H -5.319837 0.822582 -0.788548 0.7248 0.3446 0.5670
H -4.041147 1.751392 1.545861 0.1062 -0.4574 -0.3298
H -3.420675 0.068452 3.421733 0.0860 0.3582 -0.3542
H -1.073424 -0.659025 4.708868 -0.1961 -0.0026 0.5776
H 0.782290 -0.142715 2.862825 1.2428 0.0114 0.2517
H -3.874552 4.211185 1.759654 0.1231 0.1899 -0.2031
H -2.274268 6.241469 0.955112 0.6072 -0.2549 -0.1991
H -0.157704 4.870509 -0.373959 0.1164 0.0341 0.3547
C 2.792540 5.454849 -1.532414 -1.0077 1.1219 1.1702
O 2.497307 4.523295 -2.529445 -0.0569 -1.3028 -2.1281
C 1.841699 3.431667 -2.237809 -0.2514 1.0243 -0.1260
O 1.431736 3.203983 -1.128521 -0.5608 -0.9026 1.6427
N 1.609836 2.608010 -3.288405 -1.3760 -1.9395 -1.6670
N 0.684805 1.459070 -3.057988 0.8180 1.6914 0.2778
H 1.868547 5.691353 -0.937008 1.0086 -0.0713 -0.5436
H 3.159318 6.317172 -2.073434 -0.0836 0.2137 0.1230
H 3.566060 5.083581 -0.889435 0.3451 -0.2355 0.4361
H 1.388593 3.033369 -4.189396 0.7281 0.1217 0.3338
H 1.023652 0.648149 -3.559044 0.6094 0.0041 -0.0707
H -0.184074 1.689061 -3.526309 -0.3258 0.1878 0.0954
C 6.266984 -0.324323 -0.296940 1.3940 1.2300 0.6980
C 4.774956 -0.467712 -0.469125 -0.9992 -1.4425 1.5628
C 3.966155 0.505328 0.355044 -1.0636 0.1493 -0.9226
N 2.744813 0.923215 0.068809 1.9517 -0.6327 0.2255
N 2.223422 1.721797 1.039527 -1.0392 0.1545 0.9157
C 2.963373 1.873461 2.096602 0.9168 -0.0586 0.4288
N 2.654779 2.512007 3.277980 1.4770 -0.0736 -0.3564
S 4.530499 1.051273 1.880741 -0.7618 0.5199 0.2683
H 6.808810 -0.844089 -1.078111 0.0160 -0.2667 0.0080
H 6.737103 -0.597743 0.697895 -0.9915 -0.0521 -1.0253
H 6.538172 0.746071 -0.415719 -0.0800 -0.4763 -0.1039
H 4.436759 -1.458261 -0.013306 0.4612 0.8267 -0.8342
H 4.478919 -0.475673 -1.518038 -0.0985 0.2453 0.1249
H 1.819307 3.076758 3.320438 0.0098 -0.0273 -0.1290
H 3.467521 2.855551 3.842529 -1.3504 -0.5021 -0.7969
N 0.247924 -1.329496 -0.788077 0.3257 0.9680 0.2282
S -0.815990 -2.151626 0.099345 0.1755 0.5583 -1.0846
C 0.028974 -3.452538 0.917734 -0.4144 1.3335 -0.5880
C -0.780817 -4.039381 1.835836 -0.9238 -0.9849 0.6723
C -0.190176 -4.986072 2.624546 1.6448 -0.5306 -0.7800
C 1.169471 -5.334524 2.413171 0.8457 -1.3388 1.5765
C 1.990352 -4.710009 1.470782 -1.2992 0.0606 0.7114
C 1.355963 -3.704149 0.764903 1.6710 0.9081 -0.8958
C -1.889366 -3.072072 -0.973295 -2.8618 1.8077 1.6403
C -1.521636 -3.856160 -1.994692 0.1895 -1.2626 -0.8886
C -2.469022 -4.514569 -2.766529 -1.0215 0.1218 -0.1498
C -3.832502 -4.382677 -2.468267 0.4332 0.2747 0.4164
C -4.227204 -3.604134 -1.373578 -0.7792 -0.0115 0.5973
C -3.284775 -2.867004 -0.681299 1.3249 -0.6008 0.6419
H 0.972270 -1.898931 -1.207475 -0.1035 -0.2743 -0.0977
H -1.859197 -3.823602 1.904135 0.6554 0.0155 0.0517
H -0.779209 -5.509083 3.317324 -0.4456 -0.6506 1.0316
H 1.651998 -6.109257 3.101950 -0.9328 1.0646 -1.1036
H 3.046358 -4.912325 1.320373 -0.2545 -0.1493 0.2237
H 1.972593 -3.012116 0.169702 -0.4267 -0.5184 -0.0462
H -0.498965 -4.079553 -2.139312 1.0764 -0.0705 -0.3773
H -2.143520 -5.146205 -3.581041 -0.0476 -0.0232 -0.0139
H -4.614488 -4.876215 -3.022806 0.1830 -0.3002 -0.2075
H -5.274429 -3.639263 -0.961968 1.0997 0.2475 -0.9080
H -3.569498 -2.276449 0.205309 0.1620 -0.1738 -0.6029
```
Positions in Å, forces in eV/Å.

⟨S²⟩: 12.0092
2S+1: 7
Charge: +2
E_HOMO (alpha / beta) in eV: -13.7 / -13.7
ΔE to the lowest compared entry with this formula, charge and spin in kJ/mol: 159.3
E in hartree: -3388.00159